1.
DFT (ωB97M-V with the def2-TZVPD basis set) results for a 11-piece molecular cluster, C10H32F2O11P overall.

```
56
Properties=species:S:1:pos:R:3:forces:R:3
C -0.996210 1.904896 2.164350 -0.908 -0.486 -0.305
C -0.870670 1.588984 0.692510 1.023 -0.140 1.424
C -1.825957 1.933688 -0.225117 -1.639 0.938 0.266
C -1.743520 1.627347 -1.557259 -0.018 -0.270 -0.725
C -0.643363 0.926914 -1.998939 0.370 -0.551 -0.658
C 0.321490 0.594844 -1.081772 1.557 -0.582 -0.119
C 1.546613 -0.201044 -1.528345 -0.141 -0.215 -0.192
P 1.096981 -1.917449 -1.159222 -0.310 1.109 0.675
F 1.185197 -2.829106 -2.398619 0.364 -0.325 -0.007
C 2.021321 -2.617414 0.249354 -0.216 0.787 0.413
C 1.270338 -2.247956 1.520642 -2.306 -0.012 1.006
O 0.104224 -2.485453 1.700344 1.584 0.176 -0.516
F 1.929083 -1.620730 2.518127 0.406 -0.470 -1.228
C 0.249800 0.903746 0.258863 -0.285 0.025 -0.123
H -0.779248 2.949655 2.387914 0.113 -0.107 0.055
H -2.034765 1.694455 2.445167 0.095 0.276 0.084
H -0.394156 1.208968 2.752312 0.219 0.335 0.015
H -2.712111 2.460326 0.119293 0.084 0.028 0.083
H -2.520678 1.884537 -2.265350 -0.042 0.143 0.141
H -0.493305 0.609995 -3.030516 -0.355 0.374 0.215
H 2.444593 0.110255 -0.982684 -0.058 -0.267 0.074
H 1.763789 -0.091446 -2.596183 -0.127 -0.142 0.051
H -0.259493 -1.942573 -0.792932 0.256 -0.113 -0.211
H 2.002759 -3.708138 0.170743 0.305 0.065 -0.016
H 3.026185 -2.195269 0.268706 0.079 -0.383 -0.147
H 1.051910 0.617239 0.933892 -0.040 0.137 0.045
O -4.550817 3.695022 0.655782 0.009 0.032 0.044
H -4.696852 4.423151 1.273000 -0.045 0.062 -0.078
H -5.419225 3.290645 0.564824 -0.002 -0.019 0.026
O -1.274297 0.655131 -4.964831 0.104 -0.094 -0.234
H -1.427993 1.226109 -5.725900 -0.058 0.058 0.052
H -0.743286 -0.065635 -5.319893 -0.094 -0.017 -0.106
O -3.981918 -0.133940 1.164247 0.196 0.010 -0.029
H -3.528881 -0.937361 1.440787 -0.129 -0.069 0.047
H -3.952131 -0.165121 0.202757 -0.069 0.011 -0.003
O 3.860233 -4.664153 -0.583591 -0.013 -0.113 -0.360
H 4.313388 -5.469212 -0.300875 0.026 0.045 0.081
H 3.893652 -4.705398 -1.548284 -0.155 -0.259 0.010
O 6.316605 -3.153241 -1.143301 -0.165 0.061 -0.192
H 6.196169 -2.419503 -0.533412 0.125 0.001 0.021
H 5.441300 -3.552707 -1.225137 0.306 0.112 0.320
O -2.306196 -3.834386 0.383398 0.135 0.248 -0.163
H -1.601159 -3.301294 0.767776 -0.011 -0.145 0.178
H -1.949776 -4.166230 -0.446628 -0.137 -0.127 0.013
O -5.842415 6.614777 1.105618 0.024 -0.067 -0.121
H -6.633237 7.161383 1.147962 -0.009 -0.015 0.113
H -5.560608 6.679759 0.187171 0.045 -0.017 0.009
O 3.731230 1.455828 1.365064 -0.271 -0.312 -0.055
H 3.127622 1.915746 1.959075 0.071 0.117 -0.007
H 4.166737 0.808362 1.929733 0.123 0.111 0.038
O 1.226542 3.740306 -1.878603 0.049 -0.141 -0.032
H 0.681640 2.965069 -2.057779 -0.051 0.126 0.034
H 1.811790 3.463465 -1.166637 0.019 0.085 0.021
O 1.184048 -3.490342 5.093685 0.101 0.044 -0.355
H 1.071766 -2.955161 4.299396 -0.125 0.032 0.242
H 1.705260 -4.240341 4.789318 -0.009 -0.092 0.188
```
Forces are in eV/Å.

The HOMO energy comes out at -12.389 eV. For the HOMO-LUMO gap, the calculation gives 8.190 eV. The charge is +1.

=====

2.
DFT (ωB97M-V with the def2-TZVPD basis set) results for a 6-piece molecular cluster, C10H32O11 overall.

```
53
Properties=species:S:1:pos:R:3:forces:R:3
O -24.653210 -23.383940 15.692450 0.221 -0.123 0.924
H -25.476910 -23.265270 15.219500 -0.457 0.101 -0.297
H -23.979500 -23.349860 15.013350 0.366 0.099 -0.782
C -28.498770 -18.731620 15.214020 -0.331 0.500 0.168
C -28.040500 -19.919180 14.354630 -0.001 0.920 0.124
O -27.118980 -20.664460 15.134340 -0.277 0.515 0.090
O -29.215310 -17.702950 14.499540 0.187 -0.706 -0.893
H -27.593030 -18.265910 15.602430 0.027 -0.305 0.484
H -29.180810 -19.089860 15.985110 0.424 -0.165 0.407
H -27.531020 -19.487580 13.493090 -0.075 -0.131 -0.385
H -28.900920 -20.509570 14.039650 -0.028 -0.116 -0.113
H -27.115380 -21.577290 14.837110 -0.154 -0.204 -0.060
H -29.521240 -17.025060 15.106550 0.156 -0.203 0.182
C -23.702640 -21.435910 19.739320 0.180 0.565 -1.557
C -24.921250 -20.732270 19.088920 0.002 -0.630 1.461
O -24.982450 -20.781320 17.693700 -0.104 0.470 -0.384
O -22.586490 -20.948810 19.010340 0.696 0.213 0.756
H -23.747220 -22.521840 19.656430 -0.274 -0.263 -0.265
H -23.529080 -21.263820 20.801570 -0.381 0.539 -0.011
H -24.925560 -19.677220 19.362720 0.270 0.066 -0.070
H -25.816250 -21.146430 19.553200 -0.427 -0.221 -0.102
H -24.611680 -21.548240 17.251020 -0.067 -0.397 0.377
H -22.455820 -21.526150 18.254560 0.093 -0.322 0.003
C -21.390060 -23.460730 15.022180 1.798 1.816 -1.337
C -21.466880 -22.458740 16.167670 -1.629 -0.876 0.177
O -22.203640 -23.075060 17.219570 0.614 0.266 1.136
O -22.380510 -23.299090 13.978990 -0.084 -0.473 1.023
H -21.243950 -24.491710 15.344410 -0.535 0.109 0.026
H -20.486870 -23.140390 14.502810 0.655 -0.582 0.047
H -21.991100 -21.543620 15.892260 -0.037 0.130 -0.557
H -20.500890 -22.119300 16.541500 0.081 -0.574 0.130
H -23.108630 -23.255520 16.954960 -0.361 -0.021 -0.441
H -22.019970 -22.565960 13.474890 -0.523 0.034 -0.323
C -23.242950 -26.794790 13.952180 -0.618 -0.858 -0.156
C -23.934620 -27.836140 14.876310 -0.456 0.787 -0.928
O -24.130620 -29.133270 14.291710 0.867 0.555 -0.037
O -23.929240 -26.579870 12.710410 0.552 -1.123 0.465
H -22.239360 -27.122900 13.681570 0.266 0.201 0.435
H -23.277950 -25.818500 14.435650 0.352 -0.178 0.250
H -24.944050 -27.460040 15.042740 0.021 0.346 0.512
H -23.345140 -27.852290 15.793010 -0.112 -0.201 0.154
H -24.219580 -29.748130 15.023580 -0.020 -0.144 -0.084
H -23.724610 -27.359000 12.188230 -0.342 -0.002 -0.416
C -27.661630 -23.779110 13.157080 0.844 -1.112 -1.751
C -26.751910 -24.940780 12.695780 -0.309 0.693 -0.774
O -25.412800 -24.562530 12.425150 -1.481 1.513 0.094
O -27.305200 -23.391820 14.411860 0.309 1.088 2.551
H -28.704590 -24.085880 13.078250 -0.175 -0.239 0.167
H -27.573560 -22.897290 12.522470 0.302 -0.117 -0.218
H -27.291190 -25.264800 11.805670 0.330 -0.598 -0.463
H -26.760750 -25.748840 13.427260 -0.266 -0.115 0.215
H -24.816700 -25.308850 12.521480 0.011 -0.458 -0.068
H -27.510360 -24.081480 15.047370 -0.097 -0.071 0.116
```
Forces are in eV/Å.

The HOMO energy comes out at -9.292 eV. For the energy above the lowest of the compared OMol25 structures with the same formula, charge and spin, the calculation gives 99.27 kJ/mol. For the HOMO-LUMO gap, the calculation gives 9.642 eV.

=====

3.
DFT (ωB97M-V with the def2-TZVPD basis set) results for a 11-piece molecular cluster, C10H33BFN11O25S overall.

```
82
Properties=species:S:1:pos:R:3:forces:R:3
O 0.676895 -1.817841 -2.502772 0.038 0.686 -0.532
S -0.457257 -1.550013 -1.691285 1.517 -2.608 -0.457
O -0.529376 -2.362721 -0.525985 -0.669 0.682 0.818
F -0.382135 -0.061913 -1.310940 -0.881 0.346 -0.075
N -1.815732 -1.780585 -2.666415 0.214 0.802 -0.271
O -2.808565 -0.794723 -2.515358 0.082 -0.169 0.371
B -3.865320 -1.225996 -1.666707 -0.337 0.465 0.790
O -4.593671 -2.342527 -1.950395 0.933 -0.324 -0.446
O -4.126543 -0.451174 -0.564615 0.024 -0.428 -0.094
H -2.156591 -2.706559 -2.394003 -0.190 -0.017 -0.076
H -4.374344 -3.050782 -1.325886 -0.528 -0.019 0.205
H -3.442263 -0.546570 0.109862 0.021 0.451 0.131
C -2.023638 -4.353627 2.216638 0.270 -0.463 0.081
N -2.423433 -4.614610 0.813507 0.118 0.266 0.295
O -2.158189 -5.663150 0.279626 -0.024 0.051 -0.024
O -2.997586 -3.675344 0.289425 -0.417 0.023 -0.633
H -1.520731 -5.223327 2.618631 -0.009 -0.063 -0.063
H -1.365107 -3.494118 2.181585 -0.055 0.104 0.011
H -2.923006 -4.127528 2.773387 -0.030 0.101 0.009
C -1.626195 -8.963547 3.668298 0.098 0.002 0.090
N -2.419172 -7.704241 3.705362 -0.035 0.011 0.015
O -2.077784 -6.836314 4.484102 0.063 -0.018 0.001
O -3.358943 -7.625081 2.945079 -0.026 0.008 -0.043
H -0.827079 -8.884376 4.394469 -0.002 0.036 0.020
H -2.302765 -9.777930 3.906269 -0.035 -0.011 -0.065
H -1.240385 -9.070070 2.659368 -0.060 -0.022 -0.037
C 1.498687 1.251843 -3.884568 -0.091 -0.225 -0.072
N 2.841356 1.389930 -4.507043 0.029 0.048 0.090
O 3.777987 1.667391 -3.785082 0.017 0.003 0.013
O 2.917676 1.221219 -5.706194 -0.031 -0.012 -0.035
H 1.583655 1.426809 -2.824122 0.108 0.024 0.059
H 0.851787 1.985754 -4.352829 -0.039 -0.016 -0.048
H 1.149228 0.243512 -4.091422 0.010 0.020 -0.089
C -0.964390 -0.244860 4.500863 0.061 -0.205 0.242
N -1.834669 -1.003374 3.566539 -0.026 -0.184 0.142
O -2.401063 -1.998688 3.971573 0.059 0.317 0.048
O -1.923175 -0.581010 2.428020 -0.003 0.085 -0.214
H -0.996041 -0.731727 5.466747 -0.058 -0.080 -0.004
H 0.039399 -0.246366 4.085894 -0.038 0.037 -0.087
H -1.356929 0.761544 4.553356 0.058 -0.025 -0.035
C 5.339427 -0.803515 -6.513652 -0.072 -0.051 0.060
N 5.620660 -1.370307 -7.861490 -0.010 0.003 0.025
O 4.842525 -2.185549 -8.309398 -0.013 -0.015 -0.006
O 6.619002 -0.972454 -8.424066 0.029 0.013 -0.012
H 4.424966 -1.247055 -6.141378 -0.027 -0.022 -0.039
H 6.186455 -1.045242 -5.879306 0.054 0.051 -0.029
H 5.235340 0.270384 -6.623435 0.043 0.022 0.005
C -0.262982 2.414899 0.944417 -0.130 -0.061 0.015
N -1.221155 2.502417 2.082926 -0.007 -0.009 -0.178
O -2.385980 2.726233 1.833348 0.010 -0.008 0.068
O -0.765862 2.342106 3.198015 0.048 0.219 -0.072
H -0.804406 2.571473 0.021361 -0.069 0.022 0.010
H 0.493939 3.176875 1.090516 0.060 0.007 0.033
H 0.178127 1.423202 0.980180 0.037 0.003 0.058
C 1.749255 5.420873 -2.695377 -0.104 -0.259 -0.206
N 1.412396 4.459507 -1.611654 0.040 -0.020 -0.074
O 0.851277 3.420902 -1.911068 -0.005 0.176 0.074
O 1.724002 4.773577 -0.483282 -0.018 -0.006 0.074
H 1.413048 5.005658 -3.637740 -0.011 -0.060 0.022
H 1.243852 6.349718 -2.471018 0.044 0.095 0.053
H 2.824534 5.559395 -2.682097 0.014 0.088 0.077
C -4.916076 2.444809 5.328112 0.047 -0.049 -0.140
N -4.053195 1.812461 6.365026 0.048 -0.029 -0.145
O -3.104089 1.152342 5.985341 -0.117 0.034 0.081
O -4.353330 1.997964 7.520757 -0.026 0.025 0.097
H -4.522017 2.190632 4.351840 0.058 -0.006 -0.009
H -5.920408 2.057555 5.466049 -0.026 0.038 0.065
H -4.892365 3.515982 5.499889 -0.042 0.008 0.054
C 2.730829 -2.874684 0.210391 0.057 -0.018 -0.207
N 3.654580 -3.687514 1.048422 -0.018 0.021 0.024
O 4.644947 -4.148229 0.524465 0.012 -0.003 -0.015
O 3.344505 -3.835639 2.213309 -0.022 0.006 0.024
H 3.127936 -2.828686 -0.795884 0.036 -0.025 -0.008
H 1.761194 -3.360784 0.224482 -0.043 0.044 0.072
H 2.671650 -1.886427 0.655512 -0.055 -0.023 0.080
C 2.542695 9.361440 -0.212054 0.082 -0.102 0.035
N 2.171218 9.264649 -1.651306 0.053 -0.040 0.003
O 2.521036 8.270061 -2.261115 0.008 0.115 0.053
O 1.541172 10.182272 -2.121036 -0.037 0.038 -0.010
H 3.095951 8.470787 0.058383 0.000 -0.025 -0.033
H 3.144119 10.257030 -0.094359 -0.050 0.053 0.002
H 1.620025 9.444330 0.353302 -0.018 0.073 -0.010
```
Forces are in eV/Å.

The HOMO energy comes out at -10.843 eV. For the HOMO-LUMO gap, the calculation gives 10.288 eV.

=====

4.
DFT (ωB97M-V with the def2-TZVPD basis set) results for C10H33BO5Pt as an isolated structure.

```
50
Properties=species:S:1:pos:R:3:forces:R:3
Pt -24.182326 17.798741 -28.076791 0.490 2.058 0.747
B -25.174383 16.695734 -26.325523 0.140 -0.565 -0.071
H -24.502489 15.993166 -26.793701 2.535 -3.513 -0.920
H -25.662695 16.251040 -25.472268 -2.052 -1.277 2.859
H -24.566450 17.516665 -25.978066 2.338 3.392 1.768
H -25.810741 16.970378 -27.152484 -3.583 1.023 -2.505
C -24.423537 22.321897 -28.300035 -0.061 -0.653 0.194
C -24.688897 21.302373 -27.185581 0.806 -1.367 -0.443
O -24.711337 19.945428 -27.600426 -0.455 0.628 -0.661
H -25.110135 22.153843 -29.129765 -0.137 0.243 -0.064
H -23.406274 22.189986 -28.668617 -0.014 0.094 -0.058
H -24.513072 23.325490 -27.884226 -0.123 0.165 -0.194
H -25.595555 21.569912 -26.642896 -0.437 -0.060 -0.046
H -23.881197 21.481840 -26.475998 0.333 -0.060 0.531
C -22.251501 20.334597 -30.343993 -0.305 1.144 -0.392
C -23.471499 19.444207 -30.627096 1.279 1.480 0.212
O -23.159135 18.211526 -29.983956 -0.403 0.238 -1.394
H -22.345858 21.259901 -30.912328 0.034 0.154 -0.124
H -21.288150 19.907866 -30.623193 -0.165 -0.471 -0.368
H -22.107059 20.656387 -29.312641 -0.588 -0.408 0.165
H -23.587099 19.302745 -31.701678 0.170 -0.262 -0.183
H -24.417834 19.879993 -30.306706 0.245 -0.207 0.704
H -22.626592 17.811015 -30.675043 0.186 -0.988 0.555
C -21.029096 19.846410 -26.009332 0.215 1.332 -0.330
C -21.634847 18.494278 -25.987098 0.531 -0.603 1.904
O -21.954256 18.048787 -27.260410 -0.665 -0.185 -1.247
H -20.533020 20.133236 -25.082115 0.075 -0.258 0.027
H -21.736641 20.644632 -26.233636 -0.335 -0.170 0.014
H -20.313108 19.885304 -26.830272 0.425 0.061 0.064
H -22.481877 18.429670 -25.304112 -0.177 -0.126 -0.380
H -20.886852 17.759878 -25.688341 0.164 0.079 0.972
H -21.092139 18.025203 -27.682080 -0.249 -0.128 -0.812
C -21.659383 14.517415 -27.791379 0.328 0.192 -0.660
C -22.173803 15.153273 -29.103682 0.456 -1.012 1.724
O -23.394276 15.786363 -28.796483 -0.444 -0.496 -1.172
H -21.498790 15.298322 -27.048076 0.094 -0.017 -0.052
H -20.731983 13.987958 -28.009777 0.151 -0.027 0.229
H -22.368902 13.811073 -27.360389 -0.112 0.025 -0.206
H -22.407495 14.356169 -29.809465 0.532 0.160 -0.453
H -21.441233 15.874762 -29.465467 -0.195 -0.006 -0.281
H -24.032351 15.072288 -28.863964 -0.612 0.286 0.488
C -27.283813 16.208113 -30.940455 -0.924 0.673 -0.042
C -26.027237 17.064292 -30.797781 -0.207 -2.363 -0.203
O -25.986218 17.616199 -29.487843 -0.121 0.083 -0.902
H -28.107821 16.913343 -30.832007 -0.504 -0.315 -0.079
H -27.409828 15.425424 -30.192383 0.390 0.312 0.369
H -27.402064 15.675730 -31.884220 0.292 0.389 -0.315
H -25.927598 17.761686 -31.629526 -0.030 0.397 0.295
H -25.251538 16.306102 -30.905159 0.777 0.603 0.353
H -26.600120 18.353285 -29.450081 -0.091 0.328 0.384
```
Forces are in eV/Å.

The HOMO energy (spin up / spin down) comes out at -7.098 / -6.987 eV. For the energy above the lowest of the compared OMol25 structures with the same formula, charge and spin, the calculation gives 236.22 kJ/mol. The expectation value of S² is 2.003. For the HOMO-LUMO gap (spin up / spin down), the calculation gives 7.004 / 6.871 eV. The multiplicity is 3.